Below is C33H20N10RuS as an isolated structure, with properties calculated with wB97M-V/def2-TZVPD.

ΔE to the lowest compared entry with this formula, charge and spin: 0.0 kcal/mol
Gap between HOMO and LUMO: 5.032 eV

The geometry in XYZ format:
```
65
Properties=species:S:1:pos:R:3:forces:R:3
Ru -0.125 -0.178 -0.457 -0.026 -0.118 0.091
C 0.944 -2.778 5.500 -0.011 0.007 0.012
C -0.354 -2.321 5.768 0.021 -0.006 0.012
C -1.102 -1.679 4.797 -0.009 0.022 -0.014
C -0.520 -1.499 3.548 0.005 -0.049 0.009
C -1.006 -0.883 2.322 -0.022 0.104 -0.016
N -0.026 -0.976 1.382 -0.060 -0.070 -0.063
C 1.059 -1.614 1.894 0.103 0.076 -0.022
N 2.200 -1.889 1.281 -0.051 -0.014 0.043
C 2.465 -1.622 0.020 -0.011 0.008 -0.029
C 3.712 -1.970 -0.654 0.003 0.013 -0.006
C 4.866 -2.598 -0.209 -0.001 -0.010 0.005
C 5.891 -2.777 -1.122 0.001 0.004 -0.007
C 5.767 -2.344 -2.448 -0.002 -0.002 0.007
C 4.614 -1.721 -2.893 -0.004 -0.005 -0.001
C 3.588 -1.538 -1.977 -0.002 0.003 0.016
C 2.264 -0.935 -2.097 -0.004 -0.027 -0.098
N 1.773 -0.450 -3.228 0.002 -0.048 0.079
C 0.567 0.064 -3.364 0.008 0.108 0.013
N -0.366 0.271 -2.393 -0.128 -0.270 -0.084
C -1.499 0.807 -2.933 0.088 0.086 -0.013
N -2.615 1.127 -2.312 -0.018 -0.039 0.097
C -2.858 0.904 -1.028 -0.038 -0.015 -0.107
N -2.041 0.310 -0.121 0.041 0.044 0.041
C -2.669 0.215 1.089 0.004 -0.006 -0.035
N -2.197 -0.322 2.195 0.031 -0.045 0.032
C -3.999 0.798 0.956 -0.005 0.019 -0.012
C -5.041 0.958 1.859 0.003 -0.005 0.005
C -6.196 1.569 1.403 -0.002 0.002 -0.009
C -6.313 2.006 0.077 0.003 -0.003 0.010
C -5.276 1.842 -0.825 -0.001 -0.006 -0.009
C -4.116 1.232 -0.367 -0.001 -0.005 0.025
C -1.282 0.976 -4.369 0.017 0.003 0.028
C -2.093 1.471 -5.378 0.003 0.002 -0.044
C -1.576 1.490 -6.664 -0.031 0.008 0.025
C -0.285 1.023 -6.933 0.039 -0.015 0.010
C 0.524 0.526 -5.923 -0.020 0.013 -0.040
C 0.007 0.511 -4.637 0.004 0.018 0.025
N 1.649 -1.009 -0.890 0.001 0.053 0.057
C 0.775 -1.955 3.282 -0.027 -0.019 0.010
C 1.523 -2.604 4.256 0.009 0.013 -0.016
H 1.498 -3.277 6.284 0.002 0.000 -0.001
H -0.775 -2.477 6.753 -0.001 0.000 0.000
H -2.106 -1.327 4.994 -0.002 -0.004 -0.001
H 4.953 -2.932 0.817 0.002 0.001 -0.001
H 6.808 -3.261 -0.810 0.000 0.000 0.001
H 6.590 -2.500 -3.133 -0.001 0.000 -0.001
H 4.507 -1.383 -3.916 0.001 0.000 0.000
H -4.944 0.615 2.880 -0.001 0.002 0.000
H -7.028 1.713 2.080 0.001 -0.001 0.001
H -7.231 2.480 -0.243 0.000 -0.001 -0.001
H -5.357 2.174 -1.851 -0.001 0.000 0.000
H -3.091 1.829 -5.162 0.000 -0.002 0.009
H -2.180 1.871 -7.476 0.006 -0.001 -0.005
H 0.086 1.052 -7.949 -0.006 0.003 -0.002
H 1.523 0.162 -6.123 0.001 -0.002 0.009
H 2.523 -2.957 4.040 -0.001 -0.003 0.002
N 0.866 2.960 3.472 0.000 0.003 -0.006
N 0.995 1.571 3.171 -0.024 -0.075 0.095
H 0.737 3.123 4.464 -0.022 0.000 -0.006
H 0.049 3.307 2.986 0.014 0.003 -0.017
H 0.455 0.990 3.804 0.044 0.024 0.022
H 1.970 1.321 3.269 0.001 -0.002 -0.015
S 1.031 2.870 -0.053 -0.018 -0.132 0.158
C 0.506 1.415 -0.110 0.089 0.354 -0.269
```
Positions in Å, forces in eV/Å.

Atom charges from the Mulliken analysis, given in e for atoms 1 to 5: atom 1 (Ru): 1.8565, atom 2 (C): -0.6603, atom 3 (C): -0.6804, atom 4 (C): -0.1459, atom 5 (C): 0.2662